Record 1
The following is a DFT calculation (ωB97M-V with the def2-TZVPD basis set) of a structure of composition H22HeO11.

Last column: Löwdin charge in e.
Atoms and positions in Å:
H1 -2.25 1.92 3.01  0.059
O1 2.82 0.92 1.77  -0.065
H2 -1.92 0.89 1.95  -0.009
H3 -3.03 -1.24 1.28  0.076
H4 -0.08 2.07 1.88  -0.027
H5 1.42 -2.42 -2.00  0.043
H6 -3.87 -0.01 1.51  0.076
O2 3.42 0.87 -2.39  -0.055
O3 -3.87 -0.22 -1.63  -0.045
He1 -0.06 0.36 0.09  0.170
H7 0.20 -3.25 1.14  0.029
H8 0.11 2.78 -1.75  0.066
H9 -1.82 -0.36 -2.10  -0.021
O4 2.26 -2.05 -1.73  -0.035
O5 -0.15 3.13 -0.90  -0.031
H10 2.45 0.55 2.57  0.036
O6 -1.53 1.38 2.67  -0.041
H11 2.20 1.59 1.50  -0.018
H12 3.06 0.10 -1.96  -0.012
O7 0.67 2.52 1.50  -0.090
H13 2.61 -1.04 1.51  -0.020
O8 -3.11 -0.32 1.04  -0.030
H14 -4.52 -0.85 -1.94  0.048
H15 -1.06 3.39 -1.01  0.065
H16 0.43 2.67 0.59  -0.040
H17 2.74 -2.80 -1.37  0.052
H18 4.04 1.24 -1.76  0.030
H19 -0.31 -0.35 -2.05  -0.018
H20 -3.86 -0.34 -0.68  -0.020
H21 2.37 -1.89 0.28  -0.026
O9 -0.06 -3.47 0.24  -0.044
O10 2.73 -1.93 1.17  -0.060
O11 -1.04 -0.55 -2.63  -0.062
H22 -1.00 -3.30 0.22  0.020

## Properties
Charge: 0
DFT total energy in eV: -22958.933
Spin multiplicity: 1
HOMO energy in eV: -10.60
Lowest unoccupied orbital energy in eV: -0.71
HOMO-LUMO gap in eV: 9.89

***

Record 2
The following is a DFT calculation (ωB97M-V with the def2-TZVPD basis set) of a structure of composition C52H65InN8OTe.

Last column: Mulliken spin population.
Atoms and positions in Å:
C1 2.43 -3.42 -2.81  0.005
C2 -2.80 4.13 5.37  0.000
H1 -1.17 1.19 -5.41  0.000
C3 2.84 0.95 -0.01  0.063
C4 4.45 -4.39 -3.82  0.000
H2 -0.94 0.77 6.51  0.000
H3 -0.76 -4.64 -2.98  0.000
C5 -3.78 0.91 -1.00  0.000
H4 -5.35 2.63 -2.32  0.000
C6 -4.71 4.53 -1.59  0.000
H5 -0.99 5.26 5.24  0.000
H6 1.49 0.77 3.97  0.004
In1 0.53 -0.89 -1.71  0.123
H7 -1.92 -0.41 3.90  0.000
C7 2.24 -5.34 -4.33  -0.001
H8 6.30 -3.49 -3.26  0.000
C8 2.89 -3.50 2.37  0.082
C9 -1.78 3.25 -5.55  0.000
H9 -5.42 5.08 -2.19  0.000
N1 -1.08 -3.25 0.38  -0.003
H10 -2.22 -4.28 1.84  0.000
C10 -2.91 4.48 -0.01  -0.001
C11 -1.21 4.00 3.53  0.001
N2 -0.38 0.94 -1.55  -0.016
H11 3.21 0.15 -5.49  0.000
C12 -3.21 4.71 6.69  0.000
C13 -1.75 -1.99 0.11  -0.036
C14 3.24 -2.33 -2.34  -0.009
H12 1.78 1.08 0.27  -0.008
H13 -4.08 4.19 7.09  0.000
H14 -4.53 2.89 5.16  0.000
C15 -3.75 2.41 -0.92  -0.002
C16 0.29 -4.53 -3.21  0.000
C17 1.04 -3.63 -2.50  0.005
H15 1.60 -6.19 -1.37  0.000
C18 -4.17 1.68 2.82  0.000
H16 2.50 2.40 -3.02  0.000
C19 -0.14 -3.75 -0.44  -0.002
C20 -1.26 -3.76 1.73  -0.009
H17 0.28 -6.08 -4.71  0.000
H18 2.73 -6.04 -5.00  0.000
H19 -2.41 4.65 7.42  0.000
H20 1.81 -6.19 0.39  0.000
H21 -0.45 -4.43 2.00  -0.001
C21 2.71 2.44 -1.95  0.000
N3 0.20 -5.06 -0.27  -0.001
C22 1.67 -1.54 1.93  0.752
C23 -2.01 3.05 2.89  0.005
C24 -0.89 2.23 -3.56  0.001
C25 -3.23 2.65 3.48  -0.002
H22 -3.48 5.76 6.58  0.000
H23 -0.66 -6.61 0.89  0.000
H24 -2.23 5.00 0.65  0.000
C26 1.46 -1.23 3.25  -0.030
C27 0.74 0.02 3.72  0.026
H25 -1.81 -5.62 -0.03  0.000
C28 4.76 1.21 -3.71  0.000
C29 2.68 -3.27 3.72  -0.054
C30 -1.89 4.46 -4.88  0.000
C31 1.98 -2.16 4.16  0.088
H26 -2.66 -1.94 0.70  0.000
C32 3.16 0.05 -2.26  -0.019
H27 -0.71 3.50 -1.85  0.000
H28 -2.04 -1.91 -0.94  0.002
H29 4.43 2.03 -4.35  0.000
H30 -0.99 -1.92 4.12  -0.002
H31 -2.83 0.53 -1.39  0.001
C33 -0.39 1.01 5.60  0.000
C34 -2.86 3.09 -0.09  0.001
C35 -1.26 -0.97 4.59  0.004
C36 2.38 -2.60 1.43  -0.104
H32 -3.73 0.68 2.77  0.000
N4 2.66 -1.14 -1.85  0.010
C37 0.89 -5.38 -4.16  0.000
C38 3.04 -4.38 -3.65  0.001
H33 3.47 -4.35 2.04  0.009
H34 0.07 5.60 2.90  0.000
H35 3.08 -3.97 4.45  0.001
C39 -3.59 3.19 4.71  0.000
C40 -1.62 4.52 4.75  0.000
C41 -1.00 3.44 -2.89  -0.001
C42 -0.82 -6.07 -0.05  0.000
H36 0.52 1.53 5.88  0.000
C43 1.54 -5.57 -0.47  0.001
N5 3.70 0.25 -3.48  0.001
C44 -1.50 4.55 -3.55  0.001
H37 3.53 3.13 -1.77  0.001
H38 -1.24 -2.92 2.42  0.007
H39 0.15 0.42 2.88  0.039
H40 4.02 -1.31 -4.88  0.000
H41 3.42 1.72 0.50  0.012
H42 1.81 2.79 -1.45  -0.001
H43 -0.79 -6.80 -0.87  0.000
H44 -5.10 1.61 3.38  0.000
H45 5.60 0.70 -4.20  0.000
H46 -1.82 -1.19 5.50  0.000
H47 0.92 4.27 3.67  0.000
H48 4.90 -5.15 -4.44  0.000
H49 2.57 -2.72 0.37  0.038
H50 -3.92 0.47 0.00  0.000
Te1 -1.40 2.11 1.08  0.034
C45 -3.83 5.20 -0.75  0.000
H51 -1.01 1.68 5.00  -0.001
H52 -4.40 1.98 1.80  0.000
H53 2.25 -4.76 -0.55  0.000
H54 -1.59 5.49 -3.02  0.000
C46 -1.27 2.13 -4.90  -0.001
H55 3.18 -0.03 0.31  -0.035
N6 3.01 1.10 -1.44  0.008
C47 -4.66 3.15 -1.67  0.001
H56 0.34 4.10 2.01  0.000
H57 -2.09 3.17 -6.58  0.000
H58 5.22 -1.63 -2.05  -0.001
C48 4.61 -2.42 -2.45  -0.006
H59 1.82 -1.98 5.22  0.008
C49 0.10 4.51 2.99  0.001
H60 5.11 1.61 -2.76  0.000
N7 -0.06 -0.23 4.91  0.000
H61 2.31 -0.97 -4.48  0.000
C50 -0.38 1.03 -2.85  0.002
C51 5.22 -3.47 -3.18  0.001
H62 -1.14 -1.12 0.41  0.026
H63 -4.59 0.57 -1.64  0.000
O1 0.10 0.04 -3.60  0.003
N8 0.45 -2.98 -1.35  -0.025
H64 -3.86 6.28 -0.67  0.000
H65 -2.29 5.32 -5.39  0.000
C52 3.30 -0.53 -4.64  0.000

## Properties
Charge: +1
DFT total energy in eV: -81407.598
Spin multiplicity: 2
HOMO energy (alpha / beta) in eV: -9.30 / -9.30
Lowest unoccupied orbital energy (alpha / beta) in eV: -2.30 / -3.07
HOMO-LUMO gap (alpha / beta) in eV: 6.99 / 6.23

***

Record 3
The following is a DFT calculation (ωB97M-V with the def2-TZVPD basis set) of a cluster of 3 separate species, C37H65F10N8O6P2 in total.

Last column: Löwdin charge in e.
Atoms and positions in Å:
H1 -0.25 -1.23 4.89  0.060
C1 0.22 2.84 -4.05  -0.153
H2 0.46 4.30 -5.79  0.117
H3 -1.47 2.56 -0.47  0.139
H4 -4.71 1.87 1.07  0.080
F1 -1.87 -1.21 -5.61  0.146
C2 0.89 0.21 -2.78  -0.078
C3 -1.11 -1.43 -10.00  -0.508
H5 -5.52 1.89 -2.91  0.076
C4 -4.49 1.16 -1.08  -0.392
C5 4.56 1.23 5.20  -0.152
N1 2.99 3.88 4.21  -0.327
C6 -5.32 1.49 0.21  -0.089
H6 -0.39 2.59 4.87  0.074
C7 -1.91 1.82 -1.19  -0.084
H7 1.29 5.16 4.20  0.076
C8 2.35 -0.26 -0.77  -0.053
C9 0.04 1.26 -7.35  -0.101
N2 3.26 1.02 4.56  -0.303
C10 0.15 2.05 5.65  -0.146
F2 -2.39 -2.56 -3.99  0.144
H8 -1.68 -6.94 2.55  0.082
N3 0.95 -5.23 5.35  -0.310
N4 1.99 5.63 -4.57  -0.025
O1 2.67 2.15 2.59  -0.318
H9 -0.80 3.88 -2.30  0.199
H10 -5.32 0.09 -2.89  0.069
C11 -0.50 0.67 -3.41  -0.118
H11 -2.73 -6.77 5.83  0.069
C12 -0.44 1.57 -4.75  -0.177
C13 2.21 4.96 3.62  -0.153
H12 0.26 -2.59 0.17  0.128
H13 3.05 2.40 7.21  0.060
C14 3.54 0.03 3.48  -0.165
H14 1.45 2.14 7.77  0.096
H15 1.10 -4.97 7.46  0.075
H16 1.90 4.70 2.61  0.062
H17 3.11 -0.32 -1.59  0.137
C15 -0.24 -2.17 5.45  -0.150
H18 1.45 -3.23 3.65  0.085
H19 0.85 -6.65 6.95  0.081
H20 4.48 1.58 6.22  0.048
C16 3.67 4.39 5.38  -0.138
H21 -3.54 2.68 -2.48  0.097
H22 0.08 0.98 5.43  0.058
C17 -0.57 2.45 -9.48  -0.032
C18 1.85 -1.70 -0.43  -0.474
H23 0.27 0.33 -0.62  0.109
H24 0.19 3.47 -7.66  0.100
C19 0.38 -3.18 3.41  -0.153
F3 -0.18 -2.34 -9.55  0.103
H25 -2.33 1.19 -5.93  0.112
C20 -0.79 -0.03 -9.38  -0.067
C21 -2.59 -6.65 4.76  -0.158
F4 -2.31 -1.86 -9.50  0.120
H26 2.78 0.16 0.17  0.123
H27 -0.26 -0.97 -7.49  0.122
H28 -5.85 0.55 0.54  0.091
C22 -0.92 1.20 -10.13  0.016
C23 -0.09 2.49 -8.11  -0.017
H29 5.20 1.90 4.62  0.090
C24 -1.01 1.83 -2.45  -0.105
C25 1.13 0.63 -1.28  -0.149
F5 -1.07 -1.42 -11.35  0.146
H30 -1.28 1.15 -11.19  0.126
N5 -0.46 -3.32 4.58  -0.320
N6 -1.24 -6.11 4.44  -0.304
C26 -1.22 -6.04 2.98  -0.161
H31 2.63 -6.24 4.62  0.092
C27 2.12 1.92 6.93  -0.138
H32 -1.76 2.89 -6.04  0.095
N7 1.57 2.48 5.71  -0.303
H33 -1.76 -5.17 2.60  0.084
F6 -2.87 0.00 -3.37  0.124
H34 -0.37 2.24 6.59  0.083
H35 3.92 -0.90 3.90  0.079
O2 -2.22 -4.41 5.80  -0.286
H36 4.39 3.68 5.79  0.053
H37 -6.13 2.20 -0.09  0.089
H38 0.20 -2.22 2.92  0.064
H39 -2.71 -7.65 4.32  0.078
H40 2.78 5.89 3.55  0.083
P1 2.20 2.35 4.04  0.817
H41 2.63 -0.22 2.93  0.053
N8 -0.60 3.01 -2.79  0.198
C28 0.11 4.25 -4.73  -0.112
C29 1.56 -6.12 4.39  -0.144
C30 -0.32 0.02 -8.01  0.055
O3 2.27 -2.67 -1.01  0.114
H42 0.71 -2.25 5.99  0.079
H43 -6.57 0.83 -1.82  0.081
H44 -0.72 3.37 -10.09  0.112
F7 -0.28 -2.25 -4.40  0.182
H45 4.25 5.27 5.13  0.088
C31 -1.47 -1.61 -4.36  -0.448
H46 -1.93 0.85 -0.64  0.120
C32 -1.82 2.02 -5.35  0.014
H47 -0.22 -6.06 2.57  0.048
H48 2.24 0.84 6.89  0.091
C33 0.58 1.17 -5.88  -0.327
H49 1.12 -7.12 4.38  0.091
H50 1.08 -0.89 -2.85  0.133
C34 -1.57 -0.46 -3.31  -0.296
H51 -3.94 0.19 -0.96  0.119
C35 -5.55 0.98 -2.26  -0.072
H52 1.57 -5.70 3.38  0.059
H53 1.38 1.71 -1.17  0.127
P2 -0.76 -4.76 5.49  0.803
H54 -0.96 4.58 -4.63  0.141
F8 1.75 1.96 -5.87  0.067
H55 5.09 0.28 5.31  0.084
C36 -3.42 2.28 -1.44  -0.144
O4 0.87 5.16 -3.89  -0.120
H56 -3.38 -6.01 4.36  0.080
H57 -2.57 2.30 -4.56  0.095
H58 0.15 -3.93 2.65  0.048
H59 -3.63 3.15 -0.77  0.121
H60 2.44 -5.87 6.76  0.079
H61 4.29 0.42 2.78  0.078
H62 1.71 0.70 -3.38  0.135
F9 -1.41 -1.06 -2.06  0.110
C37 1.36 -5.71 6.70  -0.151
H63 1.25 2.75 -3.62  0.164
O5 2.92 5.66 -3.86  0.110
O6 0.86 -1.91 0.53  0.055
H64 -1.03 -2.09 6.20  0.072
H65 2.98 4.68 6.19  0.084
F10 1.05 -0.14 -5.75  0.072

## Properties
Charge: +1
DFT total energy in eV: -109364.790
Spin multiplicity: 1
HOMO energy in eV: -9.68
Lowest unoccupied orbital energy in eV: -4.03
HOMO-LUMO gap in eV: 5.65

***

Maximum force: 1.38 0.62 9.70 (eV Å⁻¹)
Molecular weight: 202.17 1060.57 969.90 (g mol⁻¹)